(1)
DFT (ωB97M-V/def2-TZVPD) results for a molecular structure, C34H37CrN7O3S.

The value obtained for the HOMO energy (spin up / spin down) is 0.41 / -0.75 eV. As for the relative energy (zero: lowest compared OMol25 entry of this formula, charge and spin): 0.000 eV. As for the strongest force on any atom: 1.0 eV Å⁻¹. The calculation puts the HOMO-LUMO gap (spin up / spin down) at 4.00 / 5.15 eV. The spin multiplicity is 5. As for the expectation value of S²: 6.123. The total charge is -2.

Atoms and positions in Å:
1 Cr -0.951 0.140 -0.503
2 C -4.650 -1.544 -2.219
3 O -5.403 -1.451 -1.010
4 C -4.770 -1.829 0.153
5 C -5.506 -2.589 1.044
6 C -4.955 -2.971 2.272
7 C -3.666 -2.591 2.579
8 C -2.892 -1.821 1.690
9 C -1.574 -1.438 2.100
10 N -0.658 -0.688 1.461
11 N 0.450 -0.538 2.207
12 C 1.368 0.304 1.752
13 O 1.212 0.937 0.564
14 C 2.513 0.625 2.554
15 C 3.368 1.692 2.210
16 C 4.475 1.999 2.980
17 C 4.783 1.264 4.124
18 C 3.932 0.219 4.491
19 C 2.819 -0.095 3.735
20 C -3.451 -1.414 0.446
21 O -2.774 -0.699 -0.396
22 H -5.376 -1.709 -3.019
23 H -3.955 -2.386 -2.184
24 H -4.082 -0.638 -2.413
25 H -6.512 -2.877 0.763
26 H -5.536 -3.565 2.968
27 H -3.220 -2.882 3.526
28 H -1.273 -1.754 3.098
29 H 3.120 2.291 1.343
30 H 5.107 2.833 2.693
31 H 5.653 1.509 4.721
32 H 4.144 -0.356 5.386
33 H 2.153 -0.895 4.032
34 C -0.629 5.123 2.065
35 C -0.897 5.412 0.731
36 C -1.163 4.406 -0.187
37 C -1.169 3.047 0.203
38 C -0.925 2.773 1.563
39 C -0.651 3.787 2.461
40 N -1.417 2.027 -0.680
41 N -1.813 2.463 -1.954
42 C -1.803 1.506 -2.820
43 C -2.239 1.697 -4.189
44 C -2.270 0.647 -5.039
45 C -1.867 -0.655 -4.606
46 C -1.423 -0.787 -3.323
47 N -1.340 0.235 -2.449
48 H -0.412 5.912 2.776
49 H -0.893 6.444 0.392
50 H -1.363 4.636 -1.222
51 H -0.956 1.750 1.916
52 H -0.451 3.528 3.496
53 H -2.548 2.689 -4.491
54 H -2.608 0.793 -6.061
55 H -1.910 -1.513 -5.264
56 H -1.102 -1.752 -2.942
57 S -0.579 -3.866 -1.092
58 C 0.842 -3.696 -0.265
59 N 0.979 -3.481 1.060
60 C 2.347 -3.104 1.423
61 C 3.133 -3.384 0.120
62 N 2.086 -3.778 -0.816
63 H 0.189 -3.091 1.555
64 H 2.706 -3.710 2.254
65 H 2.389 -2.056 1.715
66 H 3.852 -4.195 0.255
67 H 3.673 -2.501 -0.218
68 H 2.152 -3.618 -1.805
69 C 1.984 -0.283 -2.920
70 C 2.061 0.587 -1.666
71 C 3.507 0.551 -1.151
72 C 1.684 2.030 -2.015
73 C 1.107 0.016 -0.611
74 H 2.760 0.012 -3.634
75 H 1.016 -0.189 -3.403
76 H 2.139 -1.340 -2.665
77 H 4.185 1.013 -1.877
78 H 3.835 -0.483 -0.997
79 H 3.607 1.078 -0.203
80 H 2.374 2.431 -2.767
81 H 1.728 2.664 -1.128
82 H 0.670 2.084 -2.409
83 H 1.528 -0.939 -0.263

Results of the Löwdin charge analysis, in e, for atoms 1 through 5: number 1, Cr, carries 0.8352; number 2, C, carries -0.0778; number 3, O, carries -0.0985; number 4, C, carries -0.2299; number 5, C, carries -0.0477


(2)
DFT (ωB97M-V/def2-TZVPD) results for a molecular structure, C34H37EuN5 in a non-equilibrium geometry.

The value obtained for the HOMO energy (spin up / spin down) is -2.57 / -2.81 eV. As for the relative energy (zero: lowest compared OMol25 entry of this formula, charge and spin): 0.000 eV. As for the strongest force on any atom: 3.1 eV Å⁻¹. The calculation puts the HOMO-LUMO gap (spin up / spin down) at 4.19 / 4.96 eV. The spin multiplicity is 7. As for the expectation value of S²: 12.123. The total charge is -1.

Atoms and positions in Å:
1 Eu -0.617 -0.552 0.638
2 N -0.137 -2.608 1.958
3 N 0.333 -2.447 -1.473
4 C 0.741 1.981 -0.474
5 C 1.787 1.053 -0.196
6 C 1.772 0.777 1.204
7 C 2.609 -0.200 1.945
8 H 3.523 -0.430 1.386
9 H 2.079 -1.153 2.134
10 H 2.894 0.195 2.931
11 C 0.740 1.567 1.790
12 C 0.513 1.669 3.245
13 H 1.349 2.185 3.744
14 H 0.432 0.679 3.719
15 H -0.409 2.217 3.475
16 C 0.056 2.263 0.746
17 C -1.143 3.124 0.916
18 H -1.861 2.693 1.632
19 H -1.674 3.269 -0.035
20 H -0.879 4.124 1.299
21 C 2.760 0.500 -1.171
22 H 3.717 1.052 -1.165
23 H 2.365 0.546 -2.194
24 H 2.987 -0.554 -0.950
25 C 0.467 2.614 -1.786
26 H -0.598 2.859 -1.896
27 H 0.744 1.938 -2.607
28 H 1.031 3.552 -1.924
29 C -0.889 -3.136 3.089
30 H -0.172 -3.569 3.822
31 C -1.897 -4.163 2.733
32 H -2.585 -4.455 3.533
33 C -1.924 -4.751 1.490
34 H -2.646 -5.535 1.263
35 C -1.006 -4.371 0.512
36 H -0.959 -4.829 -0.469
37 C -0.116 -3.296 0.804
38 C 0.766 -2.738 -0.184
39 H 1.750 -2.365 0.105
40 C -0.304 -1.249 -1.808
41 C 0.527 -3.246 -2.619
42 H 0.933 -4.237 -2.549
43 C 0.188 -2.486 -3.665
44 H 0.262 -2.678 -4.719
45 N -0.260 -1.253 -3.168
46 C -0.498 -0.105 -3.961
47 C 0.469 0.290 -4.909
48 C 0.202 1.408 -5.710
49 H 0.929 1.696 -6.472
50 C -0.958 2.168 -5.531
51 C -1.251 3.344 -6.416
52 H -1.829 4.100 -5.869
53 H -1.841 3.051 -7.299
54 H -0.321 3.798 -6.780
55 C -1.857 1.800 -4.522
56 H -2.757 2.396 -4.364
57 C -1.629 0.686 -3.705
58 C -2.572 0.390 -2.584
59 H -2.740 -0.682 -2.429
60 H -3.535 0.861 -2.817
61 H -2.237 0.838 -1.627
62 C 1.792 -0.393 -5.036
63 H 1.708 -1.393 -5.478
64 H 2.331 -0.484 -4.082
65 H 2.426 0.210 -5.697
66 N -0.087 0.799 7.558
67 C -0.613 0.360 6.608
68 C -1.222 -0.164 5.404
69 C -0.811 -1.379 4.911
70 C -1.597 -1.949 3.801
71 N -1.959 -0.916 2.817
72 C -2.451 0.201 3.357
73 C -2.197 0.571 4.686
74 H -0.030 -1.988 5.369
75 H -2.530 -2.364 4.262
76 H -3.059 0.850 2.708
77 H -2.613 1.490 5.098

Results of the Löwdin charge analysis, in e, for atoms 1 through 5: number 1, Eu, carries 1.9599; number 2, N, carries -0.0638; number 3, N, carries -0.1413; number 4, C, carries -0.2800; number 5, C, carries -0.2860


(3)
DFT (ωB97M-V/def2-TZVPD) results for a molecular structure, C34H38AsBrCeO2PS in a non-equilibrium geometry.

The value obtained for the HOMO energy (spin up / spin down) is -15.89 / -15.89 eV. As for the relative energy (zero: lowest compared OMol25 entry of this formula, charge and spin): 0.000 eV. As for the strongest force on any atom: 2.9 eV Å⁻¹. The calculation puts the HOMO-LUMO gap (spin up / spin down) at 6.42 / 6.41 eV. The total charge is +3.

Atoms and positions in Å:
1 Ce -0.480 0.213 0.608
2 Br -1.938 -2.048 -0.741
3 C -3.551 -1.157 -1.111
4 C -4.475 -1.766 -1.866
5 C -5.676 -1.094 -2.154
6 C -5.890 0.196 -1.687
7 C -4.879 0.843 -0.884
8 C -5.067 2.115 -0.334
9 C -4.111 2.720 0.428
10 C -2.884 2.026 0.659
11 C -2.665 0.761 0.200
12 C -3.646 0.143 -0.591
13 H -4.260 -2.730 -2.343
14 H -6.445 -1.609 -2.721
15 H -6.826 0.683 -1.948
16 H -6.003 2.631 -0.451
17 H -4.258 3.690 0.879
18 H -2.096 2.622 1.106
19 C 3.188 1.439 -0.676
20 P 2.397 0.715 0.805
21 C 2.200 -1.061 0.372
22 C 2.195 -1.475 -0.984
23 C 1.783 -2.743 -1.301
24 C 1.301 -3.598 -0.334
25 C 1.248 -3.166 0.974
26 C 1.744 -1.906 1.354
27 C 3.437 0.914 2.248
28 C 4.425 0.025 2.625
29 C 5.192 0.334 3.813
30 C 4.878 1.460 4.550
31 C 3.744 2.321 4.229
32 C 3.149 2.078 3.032
33 H 2.521 1.462 -1.558
34 H 4.108 0.880 -0.914
35 H 3.439 2.504 -0.505
36 H 2.579 -0.838 -1.717
37 H 1.993 -3.156 -2.262
38 H 1.013 -4.651 -0.595
39 H 0.989 -3.846 1.764
40 H 1.770 -1.592 2.369
41 H 4.615 -0.871 2.064
42 H 6.055 -0.247 4.084
43 H 5.495 1.659 5.408
44 H 3.512 3.183 4.844
45 H 2.382 2.726 2.677
46 C -2.378 -0.799 4.858
47 As -0.875 0.213 4.428
48 C 0.722 -0.447 5.350
49 C -0.969 2.174 4.722
50 O -0.548 0.166 2.739
51 H -2.521 -0.929 5.892
52 H -2.284 -1.769 4.379
53 H -3.296 -0.301 4.486
54 H 0.415 -0.464 6.414
55 H 1.510 0.324 5.178
56 H 1.068 -1.511 5.051
57 H -1.312 2.518 5.686
58 H -1.715 2.528 3.984
59 H -0.008 2.590 4.545
60 C 0.851 -3.034 -6.443
61 C 0.499 -1.811 -5.653
62 C 1.501 -0.892 -5.383
63 C 1.294 0.167 -4.504
64 C -0.040 0.256 -3.924
65 C -1.021 -0.675 -4.215
66 C -0.752 -1.704 -5.082
67 S -0.697 1.397 -2.769
68 C 0.034 3.022 -3.093
69 O -0.056 1.037 -1.413
70 H 0.702 -3.902 -5.801
71 H 1.893 -2.997 -6.769
72 H 0.262 -3.085 -7.339
73 H 2.461 -1.027 -5.906
74 H 1.977 0.989 -4.362
75 H -1.965 -0.567 -3.689
76 H -1.502 -2.440 -5.389
77 H 0.966 3.153 -2.571
78 H -0.600 3.793 -2.655
79 H 0.177 3.233 -4.168

Results of the Löwdin charge analysis, in e, for atoms 1 through 5: number 1, Ce, carries 0.9681; number 2, Br, carries 1.0237; number 3, C, carries -0.5707; number 4, C, carries -0.0962; number 5, C, carries -0.0227